# C28H19BF6FeO3

C28H19BF6FeO3 as an isolated structure in a non-equilibrium geometry (the ωB97M-V functional and the def2-TZVPD basis, the Open Molecules 2025 dataset).

Its LUMO energy (spin up / spin down) is 0.276 / -5.044 eV. As for the HOMO-LUMO gap (spin up / spin down): 5.84 / 3.06 eV. As for the relative energy (zero: lowest compared OMol25 entry of this formula, charge and spin): 112.8 kJ/mol. Its expectation value of S² is 6.118.

```
! RIJCOSX wB97M-V def2-TZVPD def2/J DEFGRID3
* xyz 0 5
C 1.931 1.739 0.542
H -3.697 -1.799 0.341
C -1.395 -0.544 -1.885
F -0.133 -1.875 1.917
C 1.631 4.153 0.960
C 1.858 0.722 3.482
H 4.624 -4.026 -0.755
C 0.685 -0.476 5.192
H -3.231 1.157 -0.028
H 0.412 0.095 0.309
H -4.885 -0.483 0.286
C 0.417 -1.033 2.868
F 1.397 -1.059 -1.784
H 2.801 -3.139 -2.263
C 4.297 -2.520 0.759
C 3.536 -1.412 1.105
C 1.266 -0.009 2.451
H 4.201 3.591 -1.229
C 0.087 -1.263 4.204
C -3.413 -2.044 -2.356
H -5.415 -1.451 -1.710
F 3.674 1.111 -0.984
C 2.476 -0.924 0.343
Fe -3.929 -0.361 -3.412
C -3.972 -0.873 -0.190
C 2.291 -1.580 -0.870
C -5.228 -0.669 -4.499
C 3.379 3.405 -0.540
C -1.578 0.049 -0.671
H 1.085 4.944 1.482
H -2.554 0.057 1.151
F 3.942 -0.700 2.206
O -2.292 1.270 -5.275
H 0.430 -0.613 6.241
C 1.239 2.824 1.095
C 4.038 -3.159 -0.456
H 2.102 1.150 5.559
H -0.451 -0.286 -2.376
C -4.338 -1.216 -1.625
C -4.619 1.108 -2.802
C 2.973 2.091 -0.320
C 3.033 -2.676 -1.299
H -0.817 0.744 -0.306
H -3.727 -3.008 -2.780
C -2.910 0.521 -4.636
C 2.717 4.443 0.124
B 1.528 0.241 0.892
F 0.095 2.574 1.822
C 1.600 0.517 4.832
H 3.027 5.480 -0.029
C -2.128 -1.539 -2.629
F 2.794 1.681 3.190
O -5.853 -0.319 -5.422
H 5.062 -2.854 1.454
C -2.834 0.137 0.085
H -1.555 -2.065 -3.414
H -0.648 -2.030 4.446
O -5.029 2.200 -2.795
*
```